The following is a quantum chemistry calculation of the molecule C15H21N3O2S in a non-equilibrium geometry, from the Open Molecules 2025 dataset.

Geometry as XYZ:
```
42
Properties=species:S:1:pos:R:3:forces:R:3:lowdin_charge:R:1
N 1.44626 -0.50276 4.72386 0.196 0.633 -0.094 -0.02
N 0.91079 -0.05267 3.55119 -1.081 1.433 -1.377 -0.04
O -1.34886 2.75938 -1.75080 -0.098 0.058 0.413 -0.08
O -0.55401 0.16534 -1.27893 0.328 0.737 -0.251 -0.01
S 0.35538 -2.78094 3.88076 -0.506 -0.972 -0.144 0.82
C 1.28738 -1.77786 4.92647 0.090 2.224 -0.702 -0.84
C 0.85386 1.22711 3.26636 0.939 -1.733 1.424 -0.24
C -0.86062 3.32288 0.59179 -0.097 0.045 0.025 -0.01
C -0.29279 2.96288 1.80680 0.520 -1.185 0.327 -0.03
C 0.05181 0.72043 0.92569 0.283 1.433 1.498 0.06
C -0.92844 2.42285 -0.45894 -0.381 0.260 -1.264 -0.17
C -0.47599 1.09444 -0.27774 -0.449 0.415 0.107 -0.21
C 0.20618 1.65520 1.98949 -0.323 -0.029 -0.290 -0.14
N 1.89157 -2.26140 6.02388 -0.033 -1.036 0.011 0.08
C -2.26053 3.84828 -1.96941 0.448 0.441 0.830 -0.07
C 1.48601 2.22272 4.22436 -0.492 0.923 -1.061 -0.05
C 2.19275 -1.88973 -2.31575 0.775 -0.726 -0.098 -0.20
C 1.77732 -1.26835 -3.62636 0.162 -0.492 -0.691 -0.21
C 1.66129 -0.95990 -1.25231 0.160 0.409 1.537 -0.13
C 0.49084 -0.58575 -3.28974 -1.252 0.622 -0.772 -0.15
C 0.71000 0.04966 -1.93469 0.630 -0.670 -0.579 -0.31
H -0.23666 -1.69188 3.33090 0.252 -0.163 -0.069 -0.12
H -1.23861 4.32742 0.48531 -0.049 0.086 -0.176 0.11
H -0.24639 3.67588 2.62522 0.027 -0.036 -0.186 0.11
H 0.40298 -0.26934 1.09594 0.143 -0.584 -0.055 0.10
H 2.18025 -1.52753 6.64239 0.168 0.016 0.352 0.10
H 1.46035 -3.08262 6.39818 0.093 -0.203 0.502 0.08
H -1.89728 4.83176 -1.63929 0.422 -0.294 0.064 0.08
H -3.18372 3.70252 -1.43564 -0.481 -0.366 0.305 0.09
H -2.50353 3.98269 -3.01782 0.358 -0.634 -0.223 0.09
H 1.87482 3.09360 3.68289 -0.358 -0.018 -0.065 0.08
H 2.34569 1.83678 4.73021 0.160 -0.682 0.440 0.05
H 0.74679 2.58268 4.94365 0.107 -0.056 0.101 0.09
H 3.27175 -1.99117 -2.24265 0.178 -0.065 -0.025 0.10
H 1.80168 -2.90848 -2.21832 -0.154 0.203 0.017 0.11
H 2.52394 -0.55663 -3.97106 0.104 0.172 -0.043 0.11
H 1.64178 -2.01010 -4.41503 0.114 0.056 -0.066 0.11
H 1.07463 -1.53126 -0.52556 0.137 0.172 0.020 0.11
H 2.49452 -0.46934 -0.69697 -0.679 -0.222 -0.305 0.13
H -0.32539 -1.33244 -3.17970 0.350 0.446 -0.143 0.14
H 0.21116 0.17211 -4.04823 -0.160 -0.481 0.369 0.13
H 1.22647 1.01896 -2.07494 -0.556 -0.135 0.334 0.17
```
Positions in Å, forces in eV/Å.

- Total charge: 0
- SMILES string: COc1ccc(/C(C)=N/N=C(/N)S)cc1OC1CCCC1
- HOMO energy: -0.282 Ha
- Molar mass: 307.42 g/mol
- Largest force on an atom: 2.43 eV Å⁻¹
- Total energy: -1297.047301 a.u.

=====

The following is a quantum chemistry calculation of a structure of composition C42H41NO4P2Pd in a non-equilibrium geometry, from the Open Molecules 2025 dataset.

Geometry as XYZ:
```
91
Properties=species:S:1:pos:R:3:forces:R:3:mulliken_spin:R:1
Pd 0.34286 2.97083 -3.77552 2.565 4.670 3.887 1.30
C -1.33439 2.14724 -3.45748 -4.362 0.405 0.012 0.97
C -0.58402 0.93815 -3.45702 -0.970 -3.682 0.353 0.24
C 0.73943 0.35292 -3.24319 1.726 0.046 -0.463 0.05
C 1.55219 0.53904 -4.59022 0.068 -0.088 0.705 0.06
C 1.44365 1.98252 -5.04364 1.198 -0.936 -3.219 0.18
C 0.30137 2.57971 -5.68024 0.876 -1.021 -2.246 -0.03
C -1.05645 1.94522 -5.94228 -0.308 0.044 -0.262 0.06
C -2.08837 2.23131 -4.80182 0.584 0.693 -0.005 0.16
C 2.13459 -0.33825 2.33026 -0.269 0.088 0.388 0.00
H -1.88597 2.40835 -2.55040 -0.303 -0.192 -0.082 -0.14
H -1.21764 0.15355 -3.89738 -0.164 0.109 0.366 0.00
H 0.63411 -0.71594 -3.02228 -0.029 0.246 -0.099 -0.01
H 1.29115 0.78949 -2.39406 -0.076 -0.026 -0.344 0.02
H 2.60989 0.29029 -4.42609 -0.302 0.007 -0.078 0.00
H 1.15307 -0.14960 -5.35297 0.089 0.293 0.226 0.00
H 2.40058 2.47112 -5.27725 -0.366 -0.051 0.202 0.02
H 0.52957 3.45624 -6.30476 -0.141 -0.081 0.503 0.01
H -0.95443 0.86312 -6.08116 0.031 0.186 -0.068 0.00
H -1.43783 2.37907 -6.87386 0.031 -0.289 0.134 0.01
H -2.55031 3.21566 -4.94141 0.012 -0.219 0.084 -0.01
H -2.87981 1.47106 -4.83912 0.083 0.151 0.096 0.02
H 1.31106 0.38090 2.45929 0.300 -0.207 0.005 0.00
H 3.05645 0.05403 2.78227 -0.264 -0.085 -0.121 0.00
H 1.86313 -1.28936 2.80833 0.115 0.228 -0.062 0.00
P -1.50644 -0.93638 -1.26261 -0.990 -0.405 0.066 0.08
P 2.43522 -0.66677 0.60417 0.610 -0.259 0.167 0.01
C -0.17667 -0.84252 -0.04834 0.914 -0.882 0.687 -0.05
C 1.04461 -1.42571 -0.19840 -1.086 0.081 0.376 0.02
C -2.30930 -2.51480 -0.83473 0.135 -0.458 -0.363 0.03
C -2.50405 -3.46905 -1.85367 -0.084 0.374 0.525 -0.01
C -3.14776 -4.66612 -1.55155 -0.082 -0.215 0.150 0.00
C -3.57815 -4.92796 -0.24327 0.182 0.330 -0.102 0.00
C -3.35041 -3.98725 0.77084 0.105 0.020 -0.189 0.00
C -2.70947 -2.78361 0.47566 -0.169 -0.285 0.070 0.00
C -2.67347 0.28101 -0.52679 -0.014 0.188 -0.131 -0.03
C -2.17402 1.45212 0.06244 -0.303 -0.253 0.050 0.03
C -3.03913 2.33805 0.70288 -0.160 0.087 -0.190 0.00
C -4.41940 2.13020 0.64718 0.198 -0.129 0.059 0.00
C -4.93009 1.00787 -0.01764 0.170 0.083 -0.095 0.01
C -4.06226 0.08826 -0.60765 0.131 0.043 0.216 0.00
C 3.88966 -1.69798 0.44349 0.211 -0.221 0.084 0.00
C 3.73558 -3.08451 0.28464 0.273 0.264 -0.081 0.00
C 4.86858 -3.89914 0.23207 -0.039 0.056 0.064 0.00
C 6.14513 -3.34280 0.36504 -0.283 0.164 0.006 0.00
C 6.29573 -1.96344 0.54923 -0.207 0.022 -0.004 0.00
C 5.17186 -1.13716 0.59281 -0.040 -0.245 -0.027 0.00
C 2.73316 0.90852 -0.22969 0.018 0.313 -0.281 0.01
C 1.92077 2.00917 0.08964 0.139 -0.238 0.070 0.00
C 2.00351 3.17095 -0.67460 -0.167 0.059 -0.140 -0.01
C 2.90104 3.24879 -1.74536 -0.171 -0.155 -0.023 0.01
C 3.72869 2.16421 -2.04247 0.050 0.014 -0.105 -0.02
C 3.64500 0.99236 -1.29542 -0.094 -0.046 0.099 0.01
H -0.41748 -0.29984 0.88181 0.600 0.595 -0.761 0.02
H 1.20783 -2.30589 -0.83407 0.086 0.830 -0.419 0.01
H -2.16131 -3.25192 -2.86761 -0.151 -0.110 0.268 0.00
H -3.31537 -5.40056 -2.34251 0.033 0.208 0.300 0.00
H -4.08650 -5.86361 -0.01075 0.140 0.251 -0.092 0.00
H -3.66964 -4.18294 1.79508 0.053 -0.032 -0.306 0.00
H -2.52438 -2.05169 1.26665 -0.224 -0.365 -0.406 0.01
H -1.10542 1.65798 0.04694 -0.163 -0.037 0.155 0.01
H -2.61906 3.18143 1.25178 -0.202 -0.117 -0.233 0.00
H -5.09449 2.84173 1.12466 0.178 -0.252 -0.114 0.00
H -6.00760 0.84506 -0.06396 0.313 0.055 -0.012 0.00
H -4.45377 -0.79918 -1.10845 0.041 0.218 0.220 0.00
H 2.73465 -3.50885 0.20220 0.320 -0.053 0.008 0.00
H 4.74896 -4.97415 0.09256 0.068 0.314 0.061 0.00
H 7.02621 -3.98386 0.33087 -0.261 0.169 -0.005 0.00
H 7.28855 -1.52605 0.65745 -0.278 -0.156 -0.017 0.00
H 5.28644 -0.06036 0.73706 0.035 -0.324 -0.021 0.00
H 1.23367 1.95908 0.94116 0.130 0.069 -0.360 0.00
H 1.35731 4.01783 -0.43823 0.248 -0.183 0.006 0.00
H 2.96320 4.15885 -2.34513 0.058 -0.163 0.234 0.01
H 4.44428 2.23217 -2.86445 -0.199 -0.022 0.264 0.00
H 4.28889 0.14361 -1.54134 -0.259 0.296 0.053 0.00
O -0.68739 1.35901 2.63793 -1.281 -2.510 0.455 0.04
C -1.29698 0.40281 3.20190 2.066 3.783 0.356 0.04
O -1.83911 -0.62101 2.69653 -0.307 -0.232 -0.367 0.79
C -1.38015 0.45802 4.71404 -0.478 -0.835 1.744 0.07
C -1.72547 -0.69796 5.45453 0.074 0.390 -0.297 -0.01
C -1.75120 -0.68215 6.84441 0.163 0.631 0.498 -0.01
C -1.45233 0.51288 7.53328 0.089 -0.125 -2.729 0.00
C -1.12909 1.68364 6.81304 -0.187 -0.743 0.369 0.01
C -1.09269 1.64605 5.42151 -0.059 -0.127 -0.606 0.00
N -1.45723 0.52686 8.95644 -0.031 0.126 4.212 0.00
O -1.72954 -0.53233 9.56547 0.507 1.947 -1.593 0.00
O -1.18689 1.59707 9.55252 -0.514 -2.052 -1.673 0.00
H -1.97419 -1.62175 4.93496 0.100 0.182 0.135 -0.01
H -1.99790 -1.57563 7.41360 0.050 0.238 -0.134 0.00
H -0.90617 2.59535 7.36280 -0.039 -0.210 -0.176 0.00
H -0.83048 2.54731 4.86942 -0.083 -0.249 0.110 0.00
```
Positions in Å, forces in eV/Å.

- Total charge: +2
- Multiplicity: 5
- HOMO energy (spin up / spin down): -0.452 / -0.484 Ha
- Molar mass: 792.16 g/mol
- Largest force on an atom: 6.59 eV Å⁻¹
- Total energy: -2790.393156 a.u.

=====

The following is a quantum chemistry calculation of the ion C3H6IN2S with charge +1 in a non-equilibrium geometry, from the Open Molecules 2025 dataset.

Geometry as XYZ:
```
13
Properties=species:S:1:pos:R:3:forces:R:3:lowdin_charge:R:1
C -0.52407 1.51524 -0.56584 1.824 -2.403 3.421 -0.34
C 0.47488 1.21710 0.40449 0.840 2.397 -0.105 -0.12
C 0.79523 -0.96110 -0.13321 -1.761 -2.327 1.416 -0.39
N -1.63826 0.94796 -0.84370 -1.209 -0.003 -1.441 -0.47
N 0.53114 -0.04679 1.05333 -0.459 -1.844 -3.018 -0.01
S -0.05227 -2.47134 -0.14228 0.296 0.930 1.631 0.87
I -2.79075 -0.25295 0.23311 0.430 0.130 0.335 1.01
H -0.06954 2.18063 -1.20682 -0.069 2.131 -1.906 0.10
H 1.47462 1.74830 0.45226 -1.607 -0.590 -0.221 0.15
H 1.20584 -0.57889 -1.00564 0.982 1.021 -1.064 0.07
H 1.20215 -0.09478 1.77537 1.213 -0.082 1.092 0.16
H -0.35052 -0.41514 1.39227 -0.894 0.217 0.665 0.04
H -0.25845 -2.78825 -1.41335 0.413 0.423 -0.804 -0.07
```
Positions in Å, forces in eV/Å.

- Total charge: +1
- HOMO energy (spin up / spin down): -0.442 / -0.428 Ha
- Molar mass: 229.07 g/mol
- Largest force on an atom: 4.56 eV Å⁻¹
- Total energy: -922.804928 a.u.

=====

Q: Among the records above, which one has the highest total charge?
A: C42H41NO4P2Pd

=====

Q: What is the formula in the first record?
A: C15H21N3O2S

=====

Q: Look up the molar mass of the second one.
A: 792.16 g/mol

=====

Q: Which of these has the lowest largest force on an atom?
A: C15H21N3O2S